[1]
Entry from the OMol25 dataset: C3H3NO3 in the gas phase at a distorted geometry (ωB97M-V/def2-TZVPD).

Cartesian coordinates (Å):
C 0.0141 -1.4277 -0.1496
C -1.1847 -0.7448 0.0643
C 1.1311 -0.6982 -0.0524
N 0.0653 1.0728 0.3529
O 2.2959 -0.5636 0.0902
O -1.2130 0.5747 0.2470
O 0.1374 2.3619 -0.3098
H 0.1436 -2.3810 -0.4972
H -2.2101 -1.0771 0.1704
H 0.8203 2.8830 0.0842

The value obtained for the relative energy (zero: lowest compared OMol25 entry of this formula, charge and spin) is 595.4 kJ/mol. Its total energy is -396.39764 Ha.

=====

[2]
Entry from the OMol25 dataset: C3H3NO3S in the gas phase at a distorted geometry (ωB97M-V/def2-TZVPD).

Cartesian coordinates (Å):
O 0.5339 -0.1190 2.2325
C 0.2234 0.2601 1.0796
S 1.1513 1.5423 0.2603
C -0.8805 -0.4431 0.4013
O -0.4854 -1.7328 -0.0802
C -0.2773 -1.4331 -1.5363
N -0.5782 -0.2617 -1.8974
O -1.0321 0.3522 -0.7456
H 0.5516 1.4859 -0.8597
H -1.7050 -0.5138 1.1915
H 0.2548 -2.1237 -2.1363

Its structure (SMILES) is O=C(S)[C@@H]1OC=NO1. The value obtained for the relative energy (zero: lowest compared OMol25 entry of this formula, charge and spin) is 382.2 kJ/mol. Its total energy is -794.66466 Ha.

=====

[3]
Entry from the OMol25 dataset: a 2-piece molecular cluster, C3H3NOS overall at a distorted geometry (ωB97M-V/def2-TZVPD).

Cartesian coordinates (Å):
C -0.5286 0.2608 -1.5224
C 0.2287 -0.9988 0.6575
C -0.0919 0.2395 -0.1528
N -0.8978 0.3469 -2.5951
O 0.7538 -0.9735 1.7033
S 0.6653 1.7721 0.0974
H -0.2641 -1.8012 0.0450
H -1.4646 -0.2155 0.8824
H 1.5992 1.3695 0.8846

The value obtained for the relative energy (zero: lowest compared OMol25 entry of this formula, charge and spin) is 357.1 kJ/mol. Its total energy is -644.15093 Ha.

=====

[4]
Entry from the OMol25 dataset: C3H3NOS in the gas phase at a distorted geometry (ωB97M-V/def2-TZVPD).

Cartesian coordinates (Å):
N -2.5357 1.4393 -1.6222
C -1.7242 0.7147 -1.2948
C -0.6820 -0.0823 -0.6409
S 0.1278 1.0163 0.7025
C 0.4377 -0.7088 -1.4168
O 1.1614 -1.5339 -0.9515
H -1.2440 -0.9693 -0.0592
H 0.8578 1.8840 -0.0811
H 0.5329 -0.4386 -2.4269

Its structure (SMILES) is N#C[C@H](S)C=O. The value obtained for the relative energy (zero: lowest compared OMol25 entry of this formula, charge and spin) is 116.3 kJ/mol. Its total energy is -644.24263 Ha.

=====

Question: What is the relative energy (zero: lowest compared OMol25 entry of this formula, charge and spin) in the fourth record?
Answer: 116.3 kJ/mol

=====

Question: Look up the relative energy (zero: lowest compared OMol25 entry of this formula, charge and spin) of the first one.
Answer: 595.4 kJ/mol

=====

Question: Look up the relative energy (zero: lowest compared OMol25 entry of this formula, charge and spin) of the second one.
Answer: 382.2 kJ/mol

=====

Question: What is the formula in the first record?
Answer: C3H3NO3